[1]
Below is a 4-piece molecular cluster, C11H27Cl3O7P overall at a distorted geometry, with properties calculated with wB97M-V/def2-TZVPD.

```
! RIJCOSX wB97M-V def2-TZVPD def2/J DEFGRID3
* xyz -1 1
Cl 1.31 -2.21 -2.93
Cl 0.88 -7.36 -1.67
C 0.90 -5.60 -1.56
C 2.06 -5.33 -0.54
Cl 1.89 -6.14 1.05
H -0.08 -5.24 -1.24
H 1.13 -5.14 -2.52
H 2.06 -4.24 -0.49
H 3.07 -5.63 -0.84
C -0.37 3.90 0.86
O 0.59 4.05 -0.21
P 2.06 3.29 -0.18
O 2.82 3.33 1.06
O 2.82 3.92 -1.46
C 3.40 5.19 -1.34
O 1.68 1.77 -0.70
C 2.71 0.95 -1.08
H -0.51 4.90 1.28
H -0.06 3.23 1.66
H -1.35 3.64 0.45
H 2.76 5.87 -1.92
H 4.45 5.29 -1.59
H 3.28 5.54 -0.31
H 3.08 1.37 -2.02
H 2.46 -0.10 -1.17
H 3.54 0.98 -0.37
C -0.18 -3.46 3.28
O -0.50 -2.28 2.53
C -0.47 -2.51 1.12
C -0.64 -1.21 0.27
O -1.88 -0.69 0.51
C -1.96 0.73 0.31
C -3.46 1.11 0.02
O -3.75 2.41 -0.36
C -5.10 2.78 -0.55
H -0.75 -4.28 2.85
H -0.38 -3.31 4.34
H 0.89 -3.64 3.12
H -1.24 -3.22 0.79
H 0.50 -2.92 0.85
H -0.57 -1.53 -0.77
H 0.18 -0.56 0.58
H -1.32 1.01 -0.53
H -1.67 1.27 1.21
H -4.02 0.98 0.96
H -3.91 0.47 -0.73
H -5.54 2.16 -1.33
H -5.10 3.77 -1.01
H -5.73 2.71 0.33
*
```

E_tot (Eh): -2684.02220
Gap between HOMO and LUMO (Ha): 0.2669
Max |F| (eV/Å): 4.3

---

[2]
Below is C11H27F2NO4S3Zr as an isolated structure at a distorted geometry, with properties calculated with wB97M-V/def2-TZVPD.

```
! RIJCOSX wB97M-V def2-TZVPD def2/J DEFGRID3
* xyz 1 2
Zr -8.71 8.66 43.53
F -10.11 7.58 44.76
F -8.94 7.05 42.17
C -8.55 4.75 44.69
O -7.76 5.90 44.60
H -7.99 3.96 45.20
H -9.39 4.99 45.33
H -8.85 4.45 43.69
H -7.06 5.72 45.23
N -12.31 6.46 45.82
C -13.60 6.92 45.82
C -14.42 5.94 46.44
C -13.54 4.86 46.67
C -12.22 5.20 46.35
H -11.57 6.97 45.36
H -13.79 7.88 45.36
H -15.47 6.05 46.69
H -13.82 3.92 47.11
H -11.30 4.67 46.54
C -12.36 7.36 42.22
S -11.79 9.04 41.66
O -10.45 9.30 42.42
C -11.45 8.49 39.95
H -12.85 7.45 43.19
H -11.46 6.76 42.10
H -13.09 6.98 41.50
H -12.39 8.01 39.68
H -10.65 7.76 40.09
H -11.19 9.36 39.36
C -5.91 8.45 47.65
S -7.68 8.69 47.00
O -7.61 8.43 45.49
C -8.40 7.19 47.87
H -5.80 8.49 48.73
H -5.35 9.27 47.19
H -5.43 7.52 47.36
H -9.40 6.96 47.50
H -8.38 7.36 48.95
H -7.76 6.34 47.62
C -10.69 10.03 47.23
S -10.45 11.05 45.69
O -9.55 10.16 44.80
C -12.16 10.93 45.07
H -9.78 10.15 47.81
H -10.85 8.96 47.10
H -11.46 10.48 47.87
H -12.56 9.92 45.23
H -12.40 11.12 44.02
H -12.77 11.53 45.74
*
```

E_tot (Eh): -2232.16299
Gap between HOMO and LUMO (alpha / beta) (Ha): 0.2283 / 0.2716
Max |F| (eV/Å): 4.9

---

[3]
Below is a 2-piece molecular cluster, C11H27N2O overall, with properties calculated with wB97M-V/def2-TZVPD.

```
! RIJCOSX wB97M-V def2-TZVPD def2/J DEFGRID3
* xyz 1 1
C -3.29 0.79 -1.02
C -2.54 -0.26 -0.20
C -2.11 0.19 1.20
C -0.75 0.90 1.30
C -0.53 2.09 0.38
C 0.84 2.74 0.59
C 1.97 2.00 -0.15
C 1.93 2.29 -1.64
N 3.25 1.87 -2.28
H -3.56 0.41 -2.00
H -2.72 1.71 -1.15
H -4.22 1.06 -0.51
H -3.20 -1.13 -0.09
H -1.66 -0.63 -0.75
H -2.03 -0.69 1.85
H -2.88 0.82 1.64
H 0.04 0.15 1.14
H -0.63 1.24 2.33
H -0.65 1.78 -0.67
H -1.31 2.84 0.55
H 1.09 2.75 1.65
H 0.83 3.78 0.26
H 1.86 0.92 0.01
H 2.94 2.30 0.26
H 1.81 3.35 -1.85
H 1.16 1.74 -2.17
H 3.96 2.58 -2.16
H 3.60 1.01 -1.84
H 3.16 1.69 -3.28
C -0.71 -3.09 1.79
O -0.46 -2.47 2.80
N 0.19 -3.32 0.80
C -0.15 -4.06 -0.39
C 1.55 -2.85 1.00
H -1.70 -3.51 1.57
H 0.45 -4.97 -0.48
H 0.00 -3.45 -1.29
H -1.20 -4.35 -0.35
H 1.99 -3.28 1.90
H 1.57 -1.77 1.12
H 2.14 -3.14 0.13
*
```

E_tot (Eh): -619.82868
Energy relative to the best compared isomer or geometry (same formula, charge and spin) (kJ/mol): 0.00
Gap between HOMO and LUMO (Ha): 0.2854
Max |F| (eV/Å): 0.2

---

[4]
Below is a 3-piece molecular cluster, C11H27N2O4S overall, with properties calculated with wB97M-V/def2-TZVPD.

```
! RIJCOSX wB97M-V def2-TZVPD def2/J DEFGRID3
* xyz 1 1
N 0.27 -7.35 2.76
S 0.08 -6.50 1.38
C 0.47 -7.70 0.12
C 1.70 -8.59 0.42
O 2.55 -8.67 -0.69
N 1.45 -5.54 1.35
C 1.47 -4.55 0.60
O 1.55 -3.61 -0.04
H 1.22 -7.33 3.14
H -0.38 -7.01 3.46
H 0.69 -7.10 -0.76
H -0.46 -8.25 -0.04
H 2.30 -8.15 1.21
H 1.37 -9.59 0.73
H 2.08 -9.01 -1.46
C -0.88 2.24 -0.89
C -1.32 0.91 -0.30
O -1.83 -0.01 -1.25
C -0.95 -0.39 -2.29
C 0.30 -1.09 -1.80
H -1.71 2.71 -1.42
H -0.56 2.92 -0.10
H -0.06 2.13 -1.60
H -2.13 1.07 0.40
H -0.49 0.46 0.26
H -0.69 0.46 -2.92
H -1.54 -1.07 -2.91
H 0.93 -0.45 -1.18
H 0.90 -1.42 -2.65
H 0.03 -1.97 -1.21
C 0.00 6.92 -1.27
C -1.20 6.51 -0.43
O -0.87 5.68 0.67
C 0.02 6.23 1.63
C -0.47 7.50 2.29
H 0.52 6.04 -1.65
H -0.34 7.51 -2.13
H 0.71 7.53 -0.72
H -1.89 5.92 -1.03
H -1.75 7.40 -0.09
H 1.01 6.39 1.18
H 0.14 5.45 2.38
H -0.59 8.32 1.58
H 0.24 7.83 3.05
H -1.44 7.33 2.77
*
```

E_tot (Eh): -1243.63544
Energy relative to the best compared isomer or geometry (same formula, charge and spin) (kJ/mol): 0.00
Gap between HOMO and LUMO (Ha): 0.2503
Max |F| (eV/Å): 0.6

---

[5]
Below is C11H28B3ClO7 as an isolated structure at a distorted geometry, with properties calculated with wB97M-V/def2-TZVPD.

```
! RIJCOSX wB97M-V def2-TZVPD def2/J DEFGRID3
* xyz 0 1
C -0.87 -0.17 -0.50
O 0.54 -0.42 -0.41
C 0.89 -1.76 -0.66
C 1.22 -2.56 0.62
C 0.54 -2.03 1.89
B 1.52 -1.71 3.06
O 1.11 -1.00 4.19
B 1.94 0.06 4.41
Cl 1.27 1.47 5.26
O 3.24 0.10 4.01
B 3.54 -0.78 2.97
C 4.44 -0.42 1.75
C 3.74 0.72 0.99
C 4.20 0.80 -0.47
O 3.94 1.97 1.64
O 2.88 -2.01 3.02
H -1.17 0.05 -1.52
H -1.41 -1.04 -0.13
H -1.13 0.65 0.15
H 0.14 -2.28 -1.25
H 1.78 -1.74 -1.28
H 0.87 -3.58 0.46
H 2.29 -2.63 0.71
H -0.04 -1.13 1.73
H -0.16 -2.77 2.28
H 5.46 -0.14 2.01
H 4.46 -1.27 1.09
H 2.66 0.54 0.97
H 3.35 0.91 -1.15
H 4.75 -0.08 -0.78
H 4.82 1.68 -0.58
H 4.71 1.88 2.22
C -4.33 3.81 0.33
C -3.21 2.79 0.23
O -3.34 1.97 -0.94
H -5.30 3.30 0.35
H -4.23 4.41 1.23
H -4.33 4.47 -0.54
H -3.22 2.12 1.08
H -2.24 3.30 0.21
H -3.31 2.55 -1.71
C -4.39 -1.26 -4.46
C -3.11 -0.62 -3.96
O -2.42 -1.46 -3.04
H -5.05 -1.50 -3.62
H -4.92 -0.60 -5.15
H -4.17 -2.20 -4.98
H -3.33 0.30 -3.42
H -2.45 -0.38 -4.80
H -2.20 -2.29 -3.49
*
```

E_tot (Eh): -1497.61990
Energy relative to the best compared isomer or geometry (same formula, charge and spin) (kJ/mol): 42.90
Gap between HOMO and LUMO (Ha): 0.3728
Max |F| (eV/Å): 1.6

---

[6]
Below is a 3-piece molecular cluster, C11H29BNO10P2 overall, with properties calculated with wB97M-V/def2-TZVPD.

```
! RIJCOSX wB97M-V def2-TZVPD def2/J DEFGRID3
* xyz -1 1
C -2.09 0.92 3.77
C -1.46 -0.34 4.32
N -0.86 -0.26 5.44
C -1.59 -1.57 3.49
B -0.13 -2.01 2.82
C -0.37 -3.38 1.91
C -0.03 -3.38 0.45
O 0.61 -2.59 -0.20
O -0.56 -4.47 -0.26
H -1.97 0.99 2.69
H -1.66 1.79 4.25
H -3.17 0.92 3.99
H -0.47 -1.18 5.65
H -2.01 -2.38 4.10
H -2.30 -1.39 2.68
H 0.29 -1.08 2.14
H 0.67 -2.25 3.73
H 0.27 -4.18 2.33
H -1.39 -3.76 1.98
H -0.67 -5.18 0.38
C 0.58 -3.88 -3.00
O 0.79 -3.97 -4.44
P 2.26 -4.13 -4.98
O 3.05 -5.30 -4.61
O 3.03 -2.79 -4.59
C 2.39 -1.52 -4.74
O 1.92 -3.99 -6.53
C 3.02 -4.14 -7.43
H -0.28 -3.24 -2.85
H 0.38 -4.87 -2.61
H 1.44 -3.45 -2.50
H 2.00 -1.20 -3.78
H 1.58 -1.57 -5.47
H 3.14 -0.81 -5.08
H 3.90 -3.59 -7.08
H 2.70 -3.73 -8.39
H 3.28 -5.19 -7.55
C -2.85 5.55 0.00
O -1.53 5.13 0.38
P -1.29 4.82 1.92
O -2.19 3.89 2.59
O -1.31 6.24 2.65
C -0.56 7.33 2.10
O 0.23 4.40 1.82
C 0.83 3.85 3.01
H -2.74 6.24 -0.83
H -3.42 4.68 -0.31
H -3.37 6.04 0.83
H -1.21 7.97 1.51
H 0.26 6.97 1.48
H -0.15 7.90 2.94
H 0.55 4.43 3.89
H 1.91 3.91 2.86
H 0.52 2.82 3.14
*
```

E_tot (Eh): -1951.48646
Gap between HOMO and LUMO (Ha): 0.2787
Max |F| (eV/Å): 0.4